one:
A single C2H6N2OS molecule. Source: the OMol25 dataset; level of theory: the ωB97M-V functional and the def2-TZVPD basis.

Properties
total charge	0
SMILES string	[H]/N=C(\NO)SC

Geometry (Å):
C 2.31 -0.12 0.18
C -0.29 0.61 -0.05
H 2.47 0.24 1.22
H 3.09 -0.84 -0.07
H 2.24 0.73 -0.52
H -0.48 2.55 -0.06
H -2.25 0.97 0.45
H -2.61 -1.21 -0.37
N 0.22 1.81 -0.02
N -1.69 0.37 -0.13
O -1.91 -0.92 0.26
S 0.69 -0.83 -0.16

Atomic partial charges in e from the Löwdin method, atoms 1 to 8: number 1, C, carries -0.4013; number 2, C, carries -0.7216; number 3, H, carries 0.0526; number 4, H, carries 0.0287; number 5, H, carries 0.0182; number 6, H, carries 0.0476; number 7, H, carries 0.1249; number 8, H, carries 0.1250

two:
A single C2H6N2OS molecule. Source: the OMol25 dataset; level of theory: the ωB97M-V functional and the def2-TZVPD basis.

Properties
total charge	0
SMILES string	CSNC(N)=O

Geometry (Å):
C 0.96 0.35 -1.76
C -0.68 -0.09 1.51
H 1.51 -0.36 -1.20
H 0.92 -0.24 -2.70
H 1.56 1.32 -1.82
H -0.44 1.80 1.01
H -0.68 -1.93 1.72
H -0.47 -1.40 -0.08
N -0.74 0.98 0.55
N -0.52 -1.28 1.11
O -0.59 0.31 2.67
S -0.81 0.54 -1.01

Atomic partial charges in e from the Löwdin method, atoms 1 to 8: number 1, C, carries -0.3263; number 2, C, carries -0.7354; number 3, H, carries -0.0116; number 4, H, carries 0.0395; number 5, H, carries 0.0539; number 6, H, carries 0.0916; number 7, H, carries 0.0439; number 8, H, carries 0.1584

Relative to the most stable structure, the computed energies are one 0.0340; two 0.0000, all in hartree.

one:
A single C2H6N2OS molecule. Source: the OMol25 dataset; level of theory: the ωB97M-V functional and the def2-TZVPD basis.

Properties
total charge	0
SMILES string	NNC(=S)CO

Geometry (Å):
C -0.01 -0.25 -0.03
C 1.33 -0.90 0.39
H -2.51 0.43 0.53
H -2.37 0.21 -0.96
H -1.01 -1.98 -0.39
H 1.34 -2.08 0.45
H 1.41 -0.36 1.56
H 2.06 0.67 -0.23
N -2.44 -0.47 -0.10
N -1.13 -0.99 0.00
O 2.39 -0.31 -0.44
S -0.06 1.43 0.07

Atomic partial charges in e from the Löwdin method, atoms 1 to 8: number 1, C, carries -0.7746; number 2, C, carries -0.2803; number 3, H, carries 0.0938; number 4, H, carries 0.1007; number 5, H, carries 0.1819; number 6, H, carries 0.1414; number 7, H, carries 0.1749; number 8, H, carries 0.0472

two:
A single C2H6N2OS molecule. Source: the OMol25 dataset; level of theory: the ωB97M-V functional and the def2-TZVPD basis.

Properties
total charge	0
SMILES string	NCC(=O)NS

Geometry (Å):
C 0.46 -0.85 0.36
C 0.60 0.57 0.87
H 1.15 -0.56 -1.53
H -0.07 -1.67 -1.52
H -0.47 -1.24 0.79
H 1.37 -1.45 0.69
H -0.54 2.20 0.93
H -1.69 0.67 -1.36
N 0.26 -0.81 -1.08
N -0.60 1.26 0.57
O 1.56 1.12 1.33
S -2.03 0.76 -0.02

Atomic partial charges in e from the Löwdin method, atoms 1 to 8: number 1, C, carries -0.2421; number 2, C, carries -0.5281; number 3, H, carries 0.0891; number 4, H, carries 0.0855; number 5, H, carries 0.0908; number 6, H, carries 0.1307; number 7, H, carries 0.0899; number 8, H, carries -0.1075

three:
A molecular structure, C2H6N2OS. Source: the OMol25 dataset; level of theory: the ωB97M-V functional and the def2-TZVPD basis.

Properties
total charge	0

Geometry (Å):
C -0.74 1.29 0.74
C -0.03 0.13 0.09
H -1.11 2.04 -0.39
H -1.69 0.99 1.12
H -0.22 1.73 1.50
H -1.20 0.62 -1.33
H -0.42 -2.15 -1.67
H 3.18 -1.08 1.25
N -0.75 -0.40 -0.98
N 0.95 -0.29 0.90
O 0.08 -1.22 -1.69
S 1.94 -1.66 0.46

Atomic partial charges in e from the Löwdin method, atoms 1 to 8: number 1, C, carries -0.0322; number 2, C, carries -0.5316; number 3, H, carries 0.1713; number 4, H, carries 0.0559; number 5, H, carries 0.0286; number 6, H, carries 0.1751; number 7, H, carries 0.1756; number 8, H, carries -0.0443

Relative to the most stable structure, the computed energies are one 0.0828; two 0.0000; three 0.1735, all in hartree.

one:
A single C2H3NO3 molecule. Source: the OMol25 dataset; level of theory: the ωB97M-V functional and the def2-TZVPD basis.

Properties
total charge	0
SMILES string	C=CO[N+](=O)[O-]

Geometry (Å):
C 1.73 -0.10 0.15
C 0.61 0.42 -0.16
N -1.90 -0.21 0.03
O -2.00 0.53 -0.90
O -2.72 -0.65 0.72
O -0.64 -0.53 0.38
H 2.68 0.24 -0.10
H 1.80 -0.88 0.77
H 0.45 1.19 -0.89

Atomic partial charges in e from the Löwdin method, atoms 1 to 8: number 1, C, carries 0.0367; number 2, C, carries 0.0151; number 3, N, carries -0.5154; number 4, O, carries 0.0862; number 5, O, carries 0.1481; number 6, O, carries 0.0049; number 7, H, carries 0.0680; number 8, H, carries 0.0437

two:
2 unconnected molecules or ions with the total composition C2H3NO3. Source: the OMol25 dataset; level of theory: the ωB97M-V functional and the def2-TZVPD basis.

Properties
total charge	0
SMILES string	O=[N+]([O-])O.C#C

Geometry (Å):
C -1.45 -1.17 -0.07
C -0.84 -0.95 -1.05
N 1.15 1.17 0.25
O 2.08 1.84 0.51
O 0.68 0.37 1.22
O 0.63 1.11 -0.80
H -1.87 -1.74 0.67
H -0.10 -0.25 1.00
H -0.28 -0.38 -1.74

Atomic partial charges in e from the Löwdin method, atoms 1 to 8: number 1, C, carries 0.0065; number 2, C, carries 0.0417; number 3, N, carries -0.5034; number 4, O, carries 0.1448; number 5, O, carries 0.0935; number 6, O, carries 0.0614; number 7, H, carries 0.0253; number 8, H, carries 0.0976

three:
A single C2H3NO3 molecule. Source: the OMol25 dataset; level of theory: the ωB97M-V functional and the def2-TZVPD basis.

Properties
total charge	0
SMILES string	O=CCON=O

Geometry (Å):
C -0.55 0.49 0.03
C -0.66 -0.97 -0.16
N 1.67 0.09 0.37
O 2.77 0.44 0.10
O 0.75 0.96 -0.22
O 0.19 -1.67 -0.64
H -1.46 1.07 -0.57
H -0.98 0.80 1.01
H -1.73 -1.21 0.09

Atomic partial charges in e from the Löwdin method, atoms 1 to 8: number 1, C, carries -0.2017; number 2, C, carries -0.2771; number 3, N, carries -0.0366; number 4, O, carries 0.0702; number 5, O, carries -0.0813; number 6, O, carries 0.0806; number 7, H, carries 0.1927; number 8, H, carries 0.1223

four:
2 unconnected molecules or ions with the total composition C2H3NO3. Source: the OMol25 dataset; level of theory: the ωB97M-V functional and the def2-TZVPD basis.

Properties
total charge	0
SMILES string	O=[N+]([O-])O.C#C

Geometry (Å):
C 1.87 0.33 -0.42
C 1.45 -0.63 0.24
N -1.70 -0.05 -0.04
O -2.88 0.05 -0.16
O -0.93 1.10 0.24
O -1.03 -1.08 -0.23
H 2.12 1.31 -0.48
H -0.03 0.64 0.44
H 1.11 -1.67 0.41

Atomic partial charges in e from the Löwdin method, atoms 1 to 8: number 1, C, carries 0.0473; number 2, C, carries 0.0004; number 3, N, carries -0.4216; number 4, O, carries 0.1384; number 5, O, carries 0.0645; number 6, O, carries 0.0113; number 7, H, carries 0.0170; number 8, H, carries 0.0718

Relative to the most stable structure, the computed energies are one 0.0704; two 0.1003; three 0.0000; four 0.0955, all in hartree.

one:
A single C2H3NO3 molecule. Source: the OMol25 dataset; level of theory: the ωB97M-V functional and the def2-TZVPD basis.

Properties
total charge	0
SMILES string	O=CC(=O)NO

Geometry (Å):
C -0.01 0.21 -0.15
C 1.33 -0.55 0.00
H -2.10 0.71 0.75
H -0.68 -1.66 0.18
H 1.38 -1.69 -0.33
N -0.87 -0.68 -0.21
O -2.16 -0.29 0.15
O -0.22 1.45 -0.11
O 2.33 0.03 0.18

Atomic partial charges in e from the Löwdin method, atoms 1 to 8: number 1, C, carries -0.5114; number 2, C, carries -0.1974; number 3, H, carries 0.2484; number 4, H, carries 0.1946; number 5, H, carries 0.1547; number 6, N, carries -0.0152; number 7, O, carries -0.0628; number 8, O, carries 0.0606

two:
2 unconnected molecules or ions with the total composition C2H3NO3. Source: the OMol25 dataset; level of theory: the ωB97M-V functional and the def2-TZVPD basis.

Properties
total charge	0
SMILES string	O=C=O.C=NO

Geometry (Å):
C -2.17 0.10 -0.07
C 1.15 -0.93 -0.13
N 1.10 0.33 -0.50
O -2.59 1.04 -0.61
O -1.90 -0.89 0.40
O 1.04 1.18 0.54
H 1.05 -1.81 -0.79
H 1.30 -1.19 0.94
H 1.02 2.17 0.21

Atomic partial charges in e from the Löwdin method, atoms 1 to 8: number 1, C, carries -0.4477; number 2, C, carries -0.0445; number 3, N, carries -0.1225; number 4, O, carries 0.1942; number 5, O, carries 0.2198; number 6, O, carries -0.1141; number 7, H, carries 0.0724; number 8, H, carries 0.0827

three:
A single C2H3NO3 molecule. Source: the OMol25 dataset; level of theory: the ωB97M-V functional and the def2-TZVPD basis.

Properties
total charge	0
SMILES string	C=CO[N+](=O)[O-]

Geometry (Å):
C 0.21 0.08 0.41
C -0.82 -0.03 -0.41
N -3.13 0.03 0.04
O -2.96 -1.13 0.22
O -4.15 0.63 0.08
O -1.94 0.76 -0.35
H 0.99 -0.52 0.02
H 0.23 0.84 1.16
H -0.75 -0.88 -1.04

Atomic partial charges in e from the Löwdin method, atoms 1 to 8: number 1, C, carries 0.0755; number 2, C, carries -0.2267; number 3, N, carries -0.3941; number 4, O, carries 0.1204; number 5, O, carries 0.1489; number 6, O, carries 0.0324; number 7, H, carries 0.0620; number 8, H, carries 0.0728

Relative to the most stable structure, the computed energies are one 0.0755; two 0.0000; three 0.1315, all in hartree.

one:
2 unconnected molecules or ions with the total composition C2H3NO3. Source: the OMol25 dataset; level of theory: the ωB97M-V functional and the def2-TZVPD basis.

Properties
total charge	0
SMILES string	C=C=O.O=NO

Geometry (Å):
C -0.59 1.61 0.09
C 0.31 2.52 -0.08
N 0.63 -2.21 0.16
O -1.33 0.72 0.36
O -0.54 -3.09 -0.23
O 0.82 -2.29 1.32
H -0.52 -3.23 -1.16
H 0.49 2.86 -1.17
H 0.72 3.11 0.70

Atomic partial charges in e from the Löwdin method, atoms 1 to 8: number 1, C, carries -0.2793; number 2, C, carries -0.0073; number 3, N, carries -0.0269; number 4, O, carries 0.1319; number 5, O, carries -0.0635; number 6, O, carries 0.0450; number 7, H, carries 0.0509; number 8, H, carries 0.1031

two:
2 unconnected molecules or ions with the total composition C2H3NO3. Source: the OMol25 dataset; level of theory: the ωB97M-V functional and the def2-TZVPD basis.

Properties
total charge	0
SMILES string	O=C=O.C=NO

Geometry (Å):
C -2.86 0.21 -0.07
C 0.17 0.67 -0.21
N 0.30 -0.47 -0.70
O -3.75 -0.47 -0.22
O -2.00 0.95 0.22
O 0.41 -1.60 0.25
H 0.29 0.79 0.87
H 0.09 1.40 -1.03
H -0.05 -2.28 -0.30

Atomic partial charges in e from the Löwdin method, atoms 1 to 8: number 1, C, carries -0.3930; number 2, C, carries -0.1099; number 3, N, carries -0.0761; number 4, O, carries 0.2525; number 5, O, carries 0.1444; number 6, O, carries -0.1117; number 7, H, carries 0.1021; number 8, H, carries 0.0987

Relative to the most stable structure, the computed energies are one 0.0788; two 0.0000, all in hartree.